20
Properties=species:S:1:pos:R:3 method="wB97M-V/def2-TZVPD" e_homo_ev=-6.7432 e_tot_ha=-726.64003 gap_ev=6.62 molar_mass_g_mol=331.29 max_force_ha_per_bohr=0.10393 multiplicity=1
Pb 6.0872 -10.3560 -3.7612
O 7.1355 -12.3752 -3.3570
O 3.6157 -10.0864 -4.7832
O 4.6132 -12.2321 -2.3237
O 8.4845 -9.7780 -4.2933
O 5.4792 -8.0496 -3.8449
O 5.9251 -10.6608 -6.0431
O 6.5787 -9.9565 -1.4574
H 7.7476 -12.1129 -2.6854
H 4.0130 -10.1349 -5.6771
H 4.5896 -7.9363 -4.1494
H 6.3870 -9.0574 -1.2461
H 3.0239 -9.3420 -4.7000
H 6.6068 -13.0459 -2.8360
H 8.5915 -9.2637 -5.0833
H 9.3682 -9.7726 -3.9857
H 6.4847 -10.4782 -0.6913
H 3.7033 -11.9199 -2.1175
H 6.4684 -10.8019 -6.8058
H 4.2895 -12.8841 -2.9362